Record 1
C3H3F6P | wB97M-V/def2-TZVPD

The value obtained for the LUMO energy is -0.765 eV. The orbital gap is 0.3766 hartree. The value obtained for the energy above the lowest of the compared OMol25 structures with the same formula, charge and spin is 43.6 kcal per mole. The value obtained for the highest occupied orbital energy is -11.014 eV. The calculation puts the molar mass at 184.02 g mol⁻¹. For the max |F|, the calculation gives 0.07059 hartree/bohr.

```
! RIJCOSX wB97M-V def2-TZVPD def2/J DEFGRID3
* xyz 0 1
P 2.8870 -0.8215 2.4409
F 0.1349 -2.1151 0.1101
F 3.2212 -2.3706 2.8020
F 2.1687 -1.3929 0.0137
F 2.6088 -0.4134 3.9848
F 0.1265 -1.4619 2.6805
F 1.1814 0.8400 2.1728
C 0.8535 -1.0844 0.4421
C 1.1307 -0.9877 1.9731
C 0.3366 0.1878 -0.1791
H -0.0862 -0.0746 -1.1436
H -0.4061 0.6344 0.4742
H 0.9753 0.9597 -0.2539
*
```

Record 2
C3H3FGdO | wB97M-V/def2-TZVPD

The value obtained for the LUMO energy (spin up / spin down) is -4.080 / -6.932 eV. The orbital gap (spin up / spin down) is 0.2893 / 0.2221 hartree. The value obtained for the energy above the lowest of the compared OMol25 structures with the same formula, charge and spin is 0.0 kcal per mole. The value obtained for the highest occupied orbital energy (spin up / spin down) is -11.952 / -12.976 eV. The calculation puts the molar mass at 231.30 g mol⁻¹. For the max |F|, the calculation gives 0.10425 hartree/bohr.

```
! RIJCOSX wB97M-V def2-TZVPD def2/J DEFGRID3
* xyz 1 8
Gd 0.3817 -2.6037 1.8017
F 1.9271 0.5917 0.2169
O -1.2445 -0.3586 -0.6505
C -0.0193 -0.8637 -0.0807
C -0.5602 0.8705 -1.0139
C 0.5519 0.3597 -0.1563
H -1.1002 1.7598 -0.6547
H 0.4538 -0.7022 2.6356
H -0.3904 0.9465 -2.0982
*
```

Record 3
C3H3FHgO4 | wB97M-V/def2-TZVPD

The value obtained for the LUMO energy (spin up / spin down) is -16.657 / -16.657 eV. The orbital gap (spin up / spin down) is 0.2375 / 0.2130 hartree. The value obtained for the energy above the lowest of the compared OMol25 structures with the same formula, charge and spin is 0.0 kcal per mole. The value obtained for the highest occupied orbital energy (spin up / spin down) is -23.121 / -22.452 eV. The calculation puts the molar mass at 322.64 g mol⁻¹. For the max |F|, the calculation gives 0.07391 hartree/bohr.

```
! RIJCOSX wB97M-V def2-TZVPD def2/J DEFGRID3
* xyz 3 2
Hg 1.4997 -3.3765 -4.7341
F -1.1455 2.1773 3.1361
O 1.4143 -2.6114 -2.9774
O 0.1814 -2.1559 -2.6132
O 0.0957 -0.2545 0.2438
O -0.2353 2.6841 2.2146
C 0.0807 1.8315 1.3568
C -0.4219 -1.3851 -1.9838
C -0.4291 0.4366 1.2859
H -0.2156 -0.0815 2.2488
H -1.5424 0.4550 1.2448
H 0.7180 2.2805 0.5776
*
```

Record 4
C3H3FLiO2 | wB97M-V/def2-TZVPD

The value obtained for the LUMO energy (spin up / spin down) is -1.055 / -1.070 eV. The orbital gap (spin up / spin down) is 0.2590 / 0.2685 hartree. The value obtained for the energy above the lowest of the compared OMol25 structures with the same formula, charge and spin is 45.8 kcal per mole. The value obtained for the highest occupied orbital energy (spin up / spin down) is -8.104 / -8.375 eV. The calculation puts the molar mass at 96.99 g mol⁻¹. For the max |F|, the calculation gives 0.05840 hartree/bohr.

```
! RIJCOSX wB97M-V def2-TZVPD def2/J DEFGRID3
* xyz 0 2
F -1.3312 1.5671 1.5257
O 1.3852 1.5077 -0.6295
O 0.9770 -0.6405 0.0459
C 0.5997 0.5783 -0.5099
C -0.4320 -1.0650 0.0869
C -0.8130 0.2860 -0.4347
Li 2.6259 0.2946 0.3315
H -1.6819 0.6786 -0.9528
H -0.5895 -1.9231 -0.5786
H -0.7402 -1.2836 1.1155
*
```

Record 5
C3H3FN2 | wB97M-V/def2-TZVPD

The value obtained for the LUMO energy is 1.018 eV. The orbital gap is 0.3697 hartree. The value obtained for the energy above the lowest of the compared OMol25 structures with the same formula, charge and spin is 56.8 kcal per mole. As for the SMILES: Fc1cc[nH]n1. The value obtained for the highest occupied orbital energy is -9.041 eV. The calculation puts the molar mass at 86.07 g mol⁻¹. For the max |F|, the calculation gives 0.27314 hartree/bohr.

```
! RIJCOSX wB97M-V def2-TZVPD def2/J DEFGRID3
* xyz 0 1
F -1.9591 1.0283 -0.7941
N 0.0106 1.3738 0.3541
N 0.9449 0.5067 0.6049
C -0.5665 -0.6247 -0.6204
C -0.9169 0.6995 -0.4263
C 0.6111 -0.7151 0.2075
H -1.3089 -1.4162 -0.6950
H 1.8612 0.7137 0.8776
H 1.3236 -1.5660 0.4918
*
```

Record 6
C3H3FN2O | wB97M-V/def2-TZVPD

The value obtained for the LUMO energy is 1.093 eV. The orbital gap is 0.3635 hartree. The value obtained for the energy above the lowest of the compared OMol25 structures with the same formula, charge and spin is 165.8 kcal per mole. As for the SMILES: [O-]/[N+](=C/F)N1C=C1. The value obtained for the highest occupied orbital energy is -8.800 eV. The calculation puts the molar mass at 102.07 g mol⁻¹. For the max |F|, the calculation gives 0.05850 hartree/bohr.

```
! RIJCOSX wB97M-V def2-TZVPD def2/J DEFGRID3
* xyz 0 1
F 2.3798 -0.7276 0.0600
O -0.0942 1.5777 0.1024
N -0.1990 -0.7497 -0.0140
N 0.5511 0.5549 0.0337
C -1.5521 -0.4161 -0.6047
C 1.8158 0.4612 0.0352
C -1.5066 -0.7865 0.6194
H -1.9021 -0.2828 -1.5915
H -1.8605 -0.9011 1.5770
H 2.3678 1.2700 -0.2176
*
```

Record 7
C3H3FN2S2 | wB97M-V/def2-TZVPD

The value obtained for the LUMO energy is 0.497 eV. The orbital gap is 0.3267 hartree. The value obtained for the energy above the lowest of the compared OMol25 structures with the same formula, charge and spin is 9.8 kcal per mole. As for the SMILES: Fc1cn(S)nc1S. The value obtained for the highest occupied orbital energy is -8.392 eV. The calculation puts the molar mass at 150.20 g mol⁻¹. For the max |F|, the calculation gives 0.04219 hartree/bohr.

```
! RIJCOSX wB97M-V def2-TZVPD def2/J DEFGRID3
* xyz 0 1
S 2.5753 -1.0708 -0.0346
S -2.7492 -0.3779 -0.0307
F 1.7231 2.0342 -0.0268
N -0.1025 -0.9196 -0.0255
N -1.0657 0.0573 -0.0212
C -0.5526 1.3141 -0.0209
C 1.0180 -0.2698 -0.0477
C 0.7688 1.1075 -0.0259
H 2.1615 -2.3170 0.1862
H -1.2431 2.1390 0.0846
H -2.5335 -1.6971 -0.0376
*
```

Record 8
C3H3FN2S2 | wB97M-V/def2-TZVPD

The value obtained for the LUMO energy is 0.105 eV. The orbital gap is 0.3120 hartree. The value obtained for the energy above the lowest of the compared OMol25 structures with the same formula, charge and spin is 50.3 kcal per mole. As for the SMILES: Fc1cn(S)nc1S. The value obtained for the highest occupied orbital energy is -8.384 eV. The calculation puts the molar mass at 150.20 g mol⁻¹. For the max |F|, the calculation gives 0.10730 hartree/bohr.

```
! RIJCOSX wB97M-V def2-TZVPD def2/J DEFGRID3
* xyz 0 1
S 2.4660 -1.0433 -0.2424
S -2.8287 -0.2753 -0.1679
F 1.9647 1.7585 -0.0245
N -1.0730 0.0961 0.2208
N -0.1512 -0.9662 0.3570
C 0.8806 1.0148 0.0982
C -0.3865 1.3952 -0.1406
C 0.9552 -0.3601 0.1942
H -1.1584 2.3399 -0.3419
H 2.1019 -2.2784 0.3949
H -2.7706 -1.6812 -0.3479
*
```

Record 9
C3H3FN4 | wB97M-V/def2-TZVPD

The value obtained for the LUMO energy (spin up / spin down) is 0.728 / -2.993 eV. The orbital gap (spin up / spin down) is 0.2700 / 0.3225 hartree. The value obtained for the energy above the lowest of the compared OMol25 structures with the same formula, charge and spin is 8.6 kcal per mole. The value obtained for the highest occupied orbital energy (spin up / spin down) is -6.620 / -11.768 eV. The calculation puts the molar mass at 114.08 g mol⁻¹. For the max |F|, the calculation gives 0.20820 hartree/bohr.

```
! RIJCOSX wB97M-V def2-TZVPD def2/J DEFGRID3
* xyz 0 3
F -0.0100 -1.3164 -2.9896
N 0.1376 2.1469 1.0043
N 0.2010 -2.1516 1.8752
N -0.0966 -0.4511 -1.7898
N -0.2661 -1.1529 1.9169
C -0.3423 1.1822 1.4294
C 0.8561 0.4293 -1.9081
C -0.8061 -0.0349 1.9424
H 0.7953 1.0955 -1.0087
H 1.3929 0.4128 -2.8375
H -1.8617 -0.1596 2.3655
*
```

Record 10
C3H3FO | wB97M-V/def2-TZVPD

The value obtained for the LUMO energy is 0.949 eV. The orbital gap is 0.4021 hartree. The value obtained for the energy above the lowest of the compared OMol25 structures with the same formula, charge and spin is 60.3 kcal per mole. The value obtained for the highest occupied orbital energy is -9.992 eV. The calculation puts the molar mass at 74.05 g mol⁻¹. For the max |F|, the calculation gives 0.12429 hartree/bohr.

```
! RIJCOSX wB97M-V def2-TZVPD def2/J DEFGRID3
* xyz 0 1
F -2.3631 -0.2221 0.0002
O -0.4349 1.3197 0.0380
C 0.0547 -0.8226 0.0089
C 0.7513 0.5654 0.0425
C -1.1127 -0.2532 0.0592
H 1.4875 0.5917 -0.8901
H 1.3623 0.6216 0.9563
H 0.2549 -1.8004 -0.2151
*
```

Record 11
C3H3FO | wB97M-V/def2-TZVPD

The value obtained for the LUMO energy (spin up / spin down) is 0.184 / -0.162 eV. The orbital gap (spin up / spin down) is 0.3489 / 0.3116 hartree. The value obtained for the energy above the lowest of the compared OMol25 structures with the same formula, charge and spin is 104.8 kcal per mole. The value obtained for the highest occupied orbital energy (spin up / spin down) is -9.311 / -8.641 eV. The calculation puts the molar mass at 74.05 g mol⁻¹. For the max |F|, the calculation gives 0.12923 hartree/bohr.

```
! RIJCOSX wB97M-V def2-TZVPD def2/J DEFGRID3
* xyz 0 1
F -0.2458 -1.6706 1.0371
O -1.8931 1.9044 -0.8042
C 1.6070 -0.2405 0.5530
C 0.3585 -0.5918 0.6049
C -1.7885 0.7198 -0.8361
H 1.8062 0.6845 -0.1055
H -2.3002 0.0876 -1.3993
H 2.4559 -0.8933 0.9501
*
```

Record 12
C3H3FO | wB97M-V/def2-TZVPD

The value obtained for the LUMO energy is 0.494 eV. The orbital gap is 0.3955 hartree. The value obtained for the energy above the lowest of the compared OMol25 structures with the same formula, charge and spin is 15.8 kcal per mole. As for the SMILES: C=C(F)C=O. The value obtained for the highest occupied orbital energy is -10.267 eV. The calculation puts the molar mass at 74.05 g mol⁻¹. For the max |F|, the calculation gives 0.07804 hartree/bohr.

```
! RIJCOSX wB97M-V def2-TZVPD def2/J DEFGRID3
* xyz 0 1
F -1.7922 1.7540 -0.0559
O -3.0269 -0.9048 0.0532
C 0.3216 0.7402 0.1580
C -1.8645 -0.8292 -0.1444
C -0.9837 0.7015 0.0051
H 0.8921 -0.1667 0.1979
H 0.8586 1.6706 0.2510
H -1.1777 -1.6361 -0.4182
*
```